# 1
17
Properties=species:S:1:pos:R:3:forces:R:3:mulliken_charge:R:1 method="wB97M-V/def2-TZVPD" molar_mass_da=131.2 smiles="C=C(C)NC(=O)SC" gap_ev=9.3 charge=0 homo_energy_ev=-8.64 e_lumo_ev=0.70
C 0.7194 0.7213 2.6740 -0.46 -0.53 -1.62 -1.0675
C 0.1430 0.5392 1.4471 2.16 -0.54 2.20 0.9286
C -1.0706 1.2458 1.0584 -0.81 1.89 -0.38 -1.2031
N 0.7116 -0.4932 0.6842 0.34 -0.25 0.81 -0.2262
C 0.5136 -0.9789 -0.5620 -0.60 0.38 -0.36 0.5263
O 0.5767 -2.1604 -0.8073 0.26 0.08 -0.37 -0.5937
S 0.2339 0.3225 -1.7403 -0.22 -0.55 -0.57 -0.0749
C -0.1654 -0.7813 -3.1112 1.54 -0.98 -0.40 -0.8187
H 1.5802 0.1129 2.9994 -0.52 0.54 -0.16 0.2759
H 0.2674 1.4360 3.3286 0.06 0.18 0.42 0.2554
H -0.9478 1.9071 0.1401 -0.23 -0.77 1.28 0.3049
H -1.8881 0.5580 0.8797 -0.15 -0.23 -0.29 0.3062
H -1.3629 1.8441 1.9592 0.16 -0.20 -1.04 0.3134
H 1.2346 -1.1530 1.2382 -0.09 -0.13 0.12 0.1986
H -1.0423 -1.3849 -2.9008 -0.21 0.25 -0.14 0.2493
H -0.1958 -0.2362 -4.0529 -0.43 0.21 0.21 0.3471
H 0.6924 -1.4992 -3.2344 -0.82 0.66 0.27 0.2784


# 2
173
Properties=species:S:1:pos:R:3:forces:R:3:mulliken_charge:R:1 method="wB97M-V/def2-TZVPD" molar_mass_da=1178.9 gap_ev=8.0 charge=-1 homo_energy_ev=-6.20 e_lumo_ev=1.75
B -0.4086 -0.4954 0.8498 -0.20 1.54 1.61 0.1075
F -0.1723 0.7894 0.4189 0.44 0.85 -1.28 0.9220
F -0.2828 -0.4049 2.2376 0.06 -0.91 0.60 -0.1930
F -1.7297 -0.8197 0.5308 -0.03 -1.16 -0.14 -0.6866
F 0.5147 -1.3559 0.3049 0.33 -0.87 -0.46 -0.4392
C 0.2341 -4.6901 -3.7117 -2.19 1.22 0.88 0.3048
C 0.0138 -5.1890 -5.1083 1.60 -0.62 -0.63 -0.6827
O 0.1323 -6.6041 -5.1876 -0.17 -0.51 0.29 -0.5387
O -1.0036 -4.8590 -2.9848 0.32 -0.93 -0.77 -0.6461
H 0.3825 -3.6114 -3.7616 0.25 0.22 -0.32 -0.0709
H 1.0764 -5.0588 -3.1263 0.11 -0.70 -0.51 0.2327
H 0.8542 -4.7938 -5.6789 0.13 0.41 -0.29 0.2924
H -0.8971 -4.9013 -5.6331 -0.24 0.55 0.73 0.4029
H -0.1910 -6.8689 -6.0519 0.00 -0.11 0.05 0.2991
H -1.0440 -4.3162 -2.1940 0.65 0.66 0.28 0.7387
C 1.6786 -4.0743 2.0867 0.85 -2.44 -0.17 0.2402
C 2.3868 -5.4826 1.8019 -1.07 1.19 -0.33 -0.7716
O 1.5750 -6.5588 2.3149 0.55 0.55 -0.03 -0.5473
O 2.3817 -3.0301 1.4374 -0.11 -0.16 0.33 0.0939
H 1.6279 -3.9523 3.1686 0.05 0.27 0.02 0.2295
H 0.6666 -4.1221 1.6844 -0.16 -0.14 0.04 -0.1125
H 3.4001 -5.4806 2.2037 -0.08 -0.12 0.41 0.2677
H 2.5069 -5.6203 0.7273 -0.02 0.27 -0.09 0.3062
H 1.3582 -7.1040 1.5550 -0.10 -0.05 0.12 0.3380
H 1.6644 -2.4173 1.2594 0.23 0.75 -0.44 -0.0949
C 3.6925 -1.2911 4.1784 -0.38 0.98 -0.71 0.5747
C 4.1179 0.1900 4.4314 0.26 -1.01 -0.03 -0.3319
O 3.6379 0.7302 5.6366 0.54 -0.47 0.38 -0.5942
O 4.2139 -2.1544 5.1491 -0.30 -0.38 1.02 -0.5689
H 3.9658 -1.7179 3.2134 0.24 0.68 -0.49 0.0800
H 2.6033 -1.3252 4.1524 -0.19 -0.31 0.55 -0.3091
H 3.8519 0.9079 3.6556 0.14 -0.47 -0.51 0.2009
H 5.1981 0.0734 4.5189 0.29 0.70 0.01 0.3810
H 2.6800 0.6703 5.6166 -0.35 0.40 -0.14 0.3746
H 5.1352 -2.3505 4.9640 -0.03 0.13 -0.15 0.3318
C 0.7478 6.1911 -1.5454 -0.97 -0.36 1.04 -0.4658
C -0.5360 5.8123 -0.7390 0.57 0.54 -0.54 -0.1770
O -1.2844 4.7543 -1.3109 1.35 0.37 0.46 0.0523
O 0.3852 6.4284 -2.8563 -0.40 0.68 -1.65 -0.5144
H 1.5582 5.4621 -1.5554 -0.27 -0.50 0.58 -0.0019
H 1.1383 7.1111 -1.1104 0.04 0.23 0.47 0.4737
H -1.2149 6.6615 -0.6606 0.14 0.69 -0.47 0.4742
H -0.2029 5.7276 0.2954 0.07 -0.99 0.32 0.1429
H -1.9065 4.4547 -0.6440 -0.21 -0.38 -0.41 -0.0367
H 1.0512 7.0068 -3.2352 -0.06 -0.09 -0.23 0.2715
C 4.7215 -4.5888 -1.9306 -0.16 -1.59 0.24 -0.6589
C 4.0803 -3.3209 -1.4616 0.19 0.13 0.26 0.6824
O 4.6444 -2.9154 -0.2145 -0.08 0.05 -0.93 -0.5364
O 4.2840 -5.6967 -1.0992 -0.18 0.34 -0.09 -0.4568
H 5.8074 -4.6292 -1.8453 0.15 0.88 -0.17 0.4203
H 4.4444 -4.8427 -2.9538 -0.07 0.36 -0.27 0.3163
H 3.0010 -3.4340 -1.3595 -0.15 -0.46 0.13 -0.0364
H 4.1452 -2.5609 -2.2403 0.56 0.31 -0.01 -0.1810
H 3.8924 -2.9489 0.3814 -0.16 -0.02 0.75 0.2641
H 4.9114 -6.4054 -1.2595 -0.10 -0.12 0.12 0.2516
C 0.0003 -1.2924 6.5409 0.12 0.61 1.38 0.0696
C 0.9170 -0.1084 6.9165 -1.28 -0.29 -0.46 -0.6768
O 0.8940 0.8028 5.8114 0.67 -0.07 0.01 -0.6334
O -1.3892 -1.0233 6.6443 0.31 -1.47 0.44 -0.6727
H 0.1797 -2.0789 7.2739 0.07 -0.28 -0.14 0.4322
H 0.3182 -1.6305 5.5546 -0.14 -0.10 -0.22 -0.1584
H 1.9195 -0.4772 7.1334 0.12 0.21 -0.36 0.5380
H 0.5677 0.4847 7.7617 -0.14 -0.53 0.47 0.3199
H 0.0120 1.1806 5.8394 0.03 0.30 -0.06 0.3339
H -1.6795 -0.1897 6.2669 0.43 0.41 -0.41 0.4672
C 4.2079 1.0246 0.9908 -0.36 -1.06 0.53 -0.4064
C 3.7828 0.2715 -0.2198 0.55 -2.29 -0.56 0.4266
O 2.7372 0.7330 -0.9770 -1.12 1.31 -0.89 0.7212
O 4.7646 2.2924 0.7902 0.58 0.50 -0.17 -0.6255
H 4.8795 0.3422 1.5117 0.20 0.12 0.22 1.0027
H 3.3191 1.1234 1.6140 -0.08 0.19 0.22 -0.6048
H 3.4421 -0.7145 0.0964 0.50 -0.26 0.78 -0.3650
H 4.5818 0.0015 -0.9102 0.56 0.47 0.08 0.4156
H 1.9424 0.3370 -0.6122 -0.46 0.31 -0.15 -0.7977
H 5.7061 2.2558 0.9743 -0.06 0.11 -0.11 0.3562
C 0.0437 0.2823 -3.4257 0.15 -2.08 -0.63 0.4053
C -1.1828 0.4842 -2.5943 -0.21 1.46 -0.74 -0.1066
O -1.2286 1.8693 -2.1677 -0.69 -1.74 0.06 -0.2862
O 0.1574 1.1378 -4.5007 -0.22 1.82 -0.25 -0.3728
H -0.0614 -0.6199 -4.0283 -0.28 -1.60 1.15 0.4755
H 0.9659 0.1717 -2.8552 0.25 0.41 0.45 -0.6296
H -1.3134 -0.2748 -1.8230 0.38 0.16 0.39 -0.2784
H -2.0067 0.2968 -3.2830 -0.36 0.53 0.03 0.5116
H -0.7090 1.9100 -1.3615 0.15 0.27 -0.03 -0.5966
H 0.7880 0.6881 -5.0679 0.08 0.73 -0.10 0.2817
C -2.8724 0.8776 3.6016 -0.94 1.14 -0.99 2.0330
C -1.8018 1.6578 4.4296 -0.64 -1.85 -1.14 0.7246
O -1.9432 1.3099 5.8286 -0.06 1.16 -0.71 -0.7867
O -4.2061 1.3473 3.8644 0.26 0.15 1.49 -0.7764
H -2.8720 -0.2055 3.7247 0.53 0.14 0.72 -0.9738
H -2.7706 0.9866 2.5219 0.91 0.35 0.01 -0.6134
H -1.7203 2.7319 4.2632 -0.61 0.03 0.08 0.2593
H -0.8615 1.2319 4.0794 0.16 -0.04 0.18 -0.7766
H -2.8645 1.4630 6.0510 -0.28 0.18 0.17 0.4287
H -4.7696 1.4541 3.0945 0.23 -0.04 -0.44 0.2610
C -3.0930 -5.0136 -0.3950 -1.01 0.42 -0.65 -0.8307
C -2.7269 -3.5485 -0.4400 -0.58 -0.22 -0.82 0.2540
O -1.3809 -3.3312 -0.8513 -0.26 0.04 0.94 -0.6100
O -3.2186 -5.6976 -1.6403 0.03 0.16 0.63 -0.5785
H -4.1388 -5.0052 -0.0876 0.08 -0.17 0.85 0.3715
H -2.4418 -5.4875 0.3395 0.05 -0.52 -0.08 0.2874
H -2.9274 -3.0993 0.5327 0.18 -0.10 0.18 -0.0156
H -3.3791 -3.0345 -1.1460 -0.21 0.04 -0.18 0.2636
H -1.1358 -2.5947 -0.2865 0.79 0.27 -0.41 -0.4530
H -2.5220 -5.4498 -2.2526 0.46 -0.16 -0.25 0.5283
C -4.8598 -0.0203 0.4215 -1.20 1.67 1.20 -0.0586
C -6.0790 0.9543 0.4192 0.80 -1.86 -1.73 -0.8183
O -6.2146 1.7887 1.5462 0.42 -0.42 0.04 -0.6084
O -3.7126 0.7339 0.1813 -0.08 0.61 0.09 0.9555
H -4.9830 -0.8043 -0.3257 -0.26 -0.03 -0.06 0.1807
H -4.8909 -0.4330 1.4299 0.43 -0.49 0.11 -0.0725
H -6.8900 0.2397 0.2787 -0.73 0.30 0.31 0.5254
H -5.9672 1.4931 -0.5217 -0.20 0.55 0.04 0.1999
H -6.9594 2.3693 1.3735 0.04 0.12 0.11 0.3199
H -2.9481 0.2617 0.5192 0.37 -0.12 -0.25 -0.3263
C -4.6168 2.2112 -4.6053 0.64 0.43 -1.12 -0.8102
C -4.5908 2.5953 -3.1775 -0.79 1.45 1.45 0.5985
O -3.9259 3.8417 -3.0254 0.52 -0.23 -0.64 -0.5507
O -3.2795 2.0414 -5.0904 -0.36 -0.60 0.30 -0.3716
H -5.0200 3.0294 -5.2019 -0.51 0.23 0.18 0.3342
H -5.2403 1.3343 -4.7799 0.00 -0.31 0.17 0.3592
H -4.2668 1.8072 -2.4979 0.85 -0.12 -0.13 -0.5339
H -5.5909 2.8311 -2.8136 -0.79 -0.59 -0.42 0.4635
H -4.2727 4.3221 -2.2701 0.22 -0.30 0.25 0.2194
H -3.3663 1.6296 -5.9533 0.25 0.01 -0.08 0.2396
C 2.6259 3.6881 -4.6507 -0.43 0.58 0.01 -0.9498
C 2.6322 2.9684 -3.3150 -1.70 -0.55 0.38 0.8017
O 1.4608 3.1829 -2.5166 0.70 0.01 -1.14 0.0873
O 1.6459 3.3019 -5.6136 -0.20 -0.35 0.24 -0.4587
H 3.6312 3.4914 -5.0232 0.26 0.53 -0.31 0.3463
H 2.3695 4.7376 -4.5059 0.76 0.31 0.32 0.2850
H 3.4663 3.2357 -2.6662 0.63 0.25 -0.55 0.5029
H 2.7135 1.9116 -3.5696 0.10 -0.46 0.16 -0.6700
H 1.7471 2.9756 -1.6241 -0.30 0.09 0.37 -0.1939
H 2.0229 3.0313 -6.4540 0.30 -0.09 0.35 0.2699
C 1.0191 3.0870 2.2495 1.01 0.86 -0.60 0.0719
C 2.1160 3.8320 1.4179 -1.01 1.69 2.25 -1.0331
O 2.2191 3.2459 0.1936 0.80 -0.74 -0.99 -0.3425
O -0.1273 3.2368 1.4526 -0.91 -0.01 0.79 0.4197
H 0.8441 3.4925 3.2460 -0.05 0.62 -0.07 0.5386
H 1.2783 2.0539 2.4812 0.07 -0.40 -0.52 -0.3106
H 3.0503 4.1131 1.9038 0.63 -1.21 0.29 0.2891
H 1.8011 4.8649 1.2692 -0.98 0.06 -0.15 0.3602
H 3.0014 2.6924 0.2505 -0.02 0.03 -0.61 -0.0708
H -0.1878 2.5090 0.8295 0.14 -0.10 -0.01 -0.1439
C 3.4846 0.0990 -5.9703 0.60 1.09 1.96 -1.0336
C 3.6213 -0.8357 -4.7593 0.05 1.21 -0.27 0.9817
O 3.1646 -2.0579 -5.1577 -1.01 -2.58 -0.46 -0.4541
O 2.1195 0.5050 -6.1327 1.28 -0.67 -1.04 -0.3756
H 3.9519 -0.3070 -6.8674 -0.30 -0.39 -0.22 0.6153
H 4.0976 0.9703 -5.7397 -0.30 0.48 -0.11 0.1657
H 2.9877 -0.5089 -3.9348 -0.10 0.37 -0.07 -0.7577
H 4.6212 -0.9424 -4.3389 0.50 0.45 -0.28 0.2717
H 3.4040 -2.1656 -6.0812 0.04 -0.36 0.03 0.3123
H 1.7422 -0.0958 -6.7794 -0.30 -0.04 -0.07 0.2561
C -4.3308 4.9438 1.6552 -0.48 0.21 1.73 -1.0448
C -3.1356 4.1276 1.1789 -1.06 -0.39 0.13 0.9096
O -3.4373 3.5276 -0.0833 0.31 0.89 0.44 0.2946
O -4.4211 6.2308 1.1383 0.76 1.65 -1.78 -0.5540
H -4.2886 5.1228 2.7296 0.38 -0.75 0.53 0.4436
H -5.3083 4.4932 1.4834 0.26 -0.97 -0.23 0.2396
H -2.8884 3.3608 1.9130 -0.46 -0.25 0.18 -0.3962
H -2.1899 4.6695 1.1849 -0.20 0.57 -0.45 0.1028
H -3.6279 2.6000 0.0744 0.13 -0.61 -0.16 -0.2848
H -5.0390 6.7843 1.6216 0.03 -0.35 0.11 0.3002
Cl -3.9892 -2.3946 3.1708 0.77 -0.46 0.70 -0.2758
C -2.5089 -2.9432 4.1378 0.10 -0.81 -1.23 0.0626
C -2.1385 -4.3801 3.6766 -1.30 0.94 0.42 0.0460
Cl -0.6873 -4.8272 4.5297 0.80 -0.34 0.46 -0.1676
H -2.7035 -2.8828 5.2086 -0.13 0.09 -0.26 0.5771
H -1.6660 -2.3140 3.8521 -0.30 0.38 0.12 -0.4019
H -1.9676 -4.4370 2.6015 -0.03 0.07 0.12 -0.2961
H -2.9214 -5.0726 3.9858 0.03 -0.01 -0.27 0.4608


# 3
10
Properties=species:S:1:pos:R:3:forces:R:3:mulliken_charge:R:1 method="wB97M-V/def2-TZVPD" molar_mass_da=136.1 smiles="O=S(=O)([O-])n1cn[nH]1" gap_ev=8.9 charge=-1 homo_energy_ev=-4.83 e_lumo_ev=4.12
O 1.8665 -0.3646 0.2875 -1.59 -0.81 1.09 -0.7399
S 0.5637 -0.9598 0.7658 2.01 0.61 0.59 1.1893
O 0.6011 -1.5374 2.1124 -0.12 1.17 -0.96 -0.6488
O -0.0140 -1.8264 -0.2111 -0.72 -1.36 -0.91 -0.6415
N -0.5460 0.4726 0.7434 -1.79 -2.57 -2.86 -0.3000
C -1.2570 0.3762 -0.9124 5.23 3.02 6.09 -0.0080
N -0.4763 1.3278 -1.2085 -1.15 0.20 -0.86 -0.4820
N 0.1161 1.4881 0.0177 3.07 1.79 -1.49 -0.2701
H -1.9680 -0.1258 -1.3520 -3.71 -2.72 -2.09 0.4580
H 1.1140 1.1493 -0.2428 -1.23 0.67 1.41 0.4432


# 4
85
Properties=species:S:1:pos:R:3:forces:R:3:mulliken_charge:R:1 method="wB97M-V/def2-TZVPD" molar_mass_da=1227.1 gap_ev=6.5 charge=-2 homo_energy_ev=-3.23 e_lumo_ev=3.23
Rb -0.9990 2.1876 0.6692 0.47 -0.90 0.16 0.8823
Cl 0.6507 0.6149 -2.4212 0.08 0.08 0.06 -0.0278
C 1.6691 2.0254 -2.0686 -0.06 -0.19 -0.08 0.8177
C 1.6224 2.5559 -0.7976 -0.05 0.00 0.04 -1.5976
C 2.3915 3.6757 -0.6125 0.07 0.06 0.14 0.8058
Cl 2.3700 4.4603 0.9969 -0.02 -0.07 -0.13 -0.2605
C 3.1944 4.2552 -1.5894 0.05 0.04 0.00 -0.4286
Cl 4.1507 5.6762 -1.2853 -0.01 -0.01 0.00 -0.2289
C 3.2258 3.6649 -2.8504 0.04 0.02 -0.04 0.5738
Cl 4.2228 4.3333 -4.1015 0.01 0.01 -0.01 -0.2436
C 2.4508 2.5337 -3.1012 0.01 0.00 0.01 -0.2868
Cl 2.4879 1.8016 -4.6756 0.00 -0.01 -0.01 -0.1984
C 0.7321 -3.7181 0.8717 -0.02 0.01 0.00 -0.2844
C 0.2368 -3.7622 2.1735 -0.01 -0.01 0.03 -0.8222
C -0.0663 -2.5943 2.8468 0.00 -0.08 -0.04 -0.4516
C 0.1085 -1.3774 2.1921 0.01 0.21 0.23 -0.0189
C 0.5800 -1.3252 0.8896 0.04 -0.05 -0.05 0.0255
C 0.9145 -2.5024 0.2352 -0.09 0.02 0.03 -0.5559
N -0.1543 -0.1163 2.8083 0.16 -0.16 0.09 0.6822
N -0.1222 -0.1184 4.0480 -0.03 0.28 -0.32 -0.6793
C -0.3235 1.1913 4.6238 -0.03 -0.29 -0.06 -0.0317
C -0.3621 1.2219 6.0106 -0.02 0.06 0.00 -0.1973
C -0.5290 2.4475 6.6324 0.01 0.04 -0.01 -0.4698
C -0.6370 3.5822 5.8453 -0.01 -0.01 0.00 -0.5648
C -0.5814 3.4370 4.4642 -0.06 0.05 0.01 -0.4240
N -0.4331 2.2669 3.8579 0.01 -0.05 -0.03 0.0727
H 0.9390 -4.6387 0.3413 0.02 -0.02 -0.02 0.4324
H 0.0763 -4.7183 2.6559 -0.01 -0.03 0.00 0.3717
H -0.4447 -2.6059 3.8599 -0.01 0.00 -0.01 0.4356
H 0.7096 -0.3730 0.3929 -0.01 0.06 -0.01 0.3443
H 1.2760 -2.4610 -0.7828 0.03 -0.02 -0.07 0.5223
H -0.2611 0.2973 6.5609 0.00 -0.01 0.00 0.4503
H -0.5706 2.5146 7.7124 0.00 0.01 0.00 0.3615
H -0.7651 4.5655 6.2759 -0.01 0.01 0.02 0.4408
H -0.6702 4.3034 3.8188 0.01 0.01 0.00 0.4335
I -3.5712 0.4678 -1.1233 0.00 -0.06 -0.10 0.0729
C -4.8162 2.1057 -0.5889 -0.10 -0.06 -0.02 -0.1972
I -5.2281 3.4723 -2.1739 -0.01 0.03 -0.03 -0.0500
H -4.3436 2.6850 0.2000 0.00 0.00 0.02 -0.1483
H -5.7788 1.7182 -0.2777 0.01 0.04 0.03 0.3784
Br -4.4456 7.8401 5.3267 -0.01 0.01 0.03 -0.2338
C -3.1903 7.2711 4.0156 0.03 -0.04 -0.03 0.0489
C -2.0140 7.9830 3.8527 -0.04 0.05 0.06 -0.1926
N -1.0965 7.6414 2.9555 0.01 0.05 -0.01 -0.6742
C -1.3454 6.5815 2.1860 -0.02 -0.03 -0.10 -0.1201
C -2.4902 5.7987 2.2962 -0.07 0.04 0.09 -0.0267
C -3.4368 6.1513 3.2457 0.04 -0.01 0.08 -0.2025
C -2.6901 4.5510 1.4369 -0.03 0.27 -0.01 0.6351
O -3.4851 3.6997 1.8878 -0.03 -0.09 0.03 -0.8984
O -2.0088 4.4941 0.3946 -0.29 0.71 -0.06 -0.8629
H -1.8104 8.8524 4.4679 0.01 0.01 0.00 0.3692
H -0.6006 6.3211 1.4435 0.01 -0.02 0.00 0.5579
H -4.3186 5.5382 3.3727 -0.01 -0.01 -0.04 0.5275
C 4.2025 -2.0496 -4.6648 0.04 0.08 0.00 -1.5129
C 3.5122 -3.1352 -3.8849 -0.03 0.00 -0.06 1.1568
C 4.2425 -3.8875 -2.9709 0.00 0.00 0.04 -1.0003
C 3.6118 -4.8723 -2.2326 0.06 -0.03 -0.01 -1.0570
C 2.2590 -5.1100 -2.3932 -0.03 0.03 0.03 -0.5322
C 1.5022 -4.3507 -3.2897 0.01 0.08 0.03 0.3568
N 0.1205 -4.5253 -3.4354 -0.04 -0.01 -0.19 -0.4064
C -0.6881 -4.9003 -2.3404 -0.02 -0.06 0.15 -0.6569
C -0.6671 -6.1933 -1.8185 -0.02 -0.01 -0.04 -0.1643
C -1.4429 -6.5275 -0.7185 -0.02 0.00 0.00 -0.6381
C -2.2590 -5.5719 -0.1286 0.01 -0.02 -0.03 -0.6909
C -2.2950 -4.2922 -0.6598 -0.06 0.04 0.01 -0.4959
C -1.5391 -3.9428 -1.7701 0.08 -0.06 0.05 0.9244
C -1.6281 -2.5094 -2.3031 0.06 -0.08 -0.01 0.2958
O -1.4850 -2.3584 -3.5375 0.02 0.01 -0.03 -0.8731
O -1.8346 -1.6387 -1.4358 -0.16 0.15 0.11 -0.4959
C 2.1455 -3.3631 -4.0635 0.04 -0.03 -0.07 1.2925
C 1.3899 -2.5268 -5.0648 -0.03 0.01 -0.01 -1.7705
H 5.2295 -1.9253 -4.3212 0.00 0.00 0.00 0.3854
H 3.6901 -1.0921 -4.5576 0.00 0.02 0.03 0.2181
H 4.2307 -2.2726 -5.7343 0.00 -0.04 -0.02 0.3308
H 5.2971 -3.6823 -2.8328 0.02 -0.01 0.01 0.2971
H 4.1723 -5.4594 -1.5144 0.01 0.00 0.00 0.3532
H 1.7838 -5.8714 -1.7958 -0.05 -0.02 0.03 0.3443
H -0.3335 -3.7063 -3.8513 0.02 0.03 0.02 0.3916
H -0.0589 -6.9470 -2.3010 0.06 0.00 -0.02 0.6033
H -1.4123 -7.5392 -0.3306 0.00 -0.01 0.01 0.3748
H -2.8586 -5.8206 0.7383 0.00 0.00 0.02 0.4049
H -2.8875 -3.5096 -0.2030 -0.03 0.00 0.01 0.4423
H 0.4658 -2.9904 -5.3992 0.00 -0.07 -0.02 0.5855
H 2.0056 -2.3479 -5.9470 -0.01 0.02 -0.01 0.4777
H 1.1098 -1.5546 -4.6530 0.01 0.02 0.06 0.1959